No. 1
{"formula": "C24H68O16", "method": "the ωB97M-V functional and the def2-TZVPD basis", "charge": 0, "e_lumo_ev": -0.07, "symbols": ["C", "C", "O", "O", "H", "H", "H", "H", "H", "H", "C", "C", "O", "O", "H", "H", "H", "H", "H", "H", "C", "C", "O", "O", "H", "H", "H", "H", "H", "H", "C", "C", "O", "O", "H", "H", "H", "H", "H", "H", "C", "C", "O", "O", "H", "H", "H", "H", "H", "H", "C", "C", "O", "O", "H", "H", "H", "H", "H", "H", "C", "C", "C", "O", "H", "H", "H", "H", "H", "H", "H", "H", "C", "C", "C", "O", "H", "H", "H", "H", "H", "H", "H", "H", "C", "C", "C", "O", "H", "H", "H", "H", "H", "H", "H", "H", "C", "C", "C", "O", "H", "H", "H", "H", "H", "H", "H", "H"], "xyz": [[1.729, -4.266, 0.471], [2.847, -4.768, 1.236], [2.575, -5.223, 2.495], [2.087, -3.705, -0.781], [1.123, -3.473, 1.028], [0.924, -4.950, 0.104], [3.692, -4.204, 1.520], [3.563, -5.648, 0.909], [3.372, -5.426, 2.865], [1.200, -3.609, -1.128], [2.526, 3.121, -2.967], [3.146, 2.640, -4.332], [2.124, 2.801, -5.278], [3.566, 2.759, -2.002], [1.559, 2.525, -2.809], [2.388, 4.050, -2.761], [3.592, 1.584, -4.369], [3.879, 3.168, -4.496], [2.215, 3.816, -5.278], [3.363, 3.119, -1.133], [-0.832, -2.195, -3.487], [-0.633, -0.763, -4.026], [-1.723, -0.324, -4.695], [0.289, -2.653, -2.499], [-0.896, -2.906, -4.250], [-1.673, -2.109, -2.938], [0.091, -0.901, -4.809], [-0.297, 0.002, -3.146], [-1.602, 0.268, -5.463], [1.083, -2.431, -3.018], [1.496, 3.846, 1.254], [0.352, 4.162, 0.189], [-0.877, 4.198, 0.902], [2.597, 3.636, 0.534], [1.166, 3.037, 1.875], [1.587, 4.634, 1.971], [0.298, 3.149, -0.488], [0.160, 5.023, -0.638], [-1.009, 3.417, 1.244], [3.425, 3.803, 1.229], [-1.963, 2.823, -2.636], [-3.403, 2.310, -2.305], [-3.288, 0.829, -2.343], [-2.209, 4.244, -2.667], [-1.525, 2.467, -3.678], [-1.337, 2.498, -1.900], [-4.068, 2.679, -3.029], [-3.908, 2.747, -1.313], [-3.218, 0.702, -3.358], [-2.598, 4.356, -3.521], [4.102, -0.541, -0.723], [5.530, 0.026, -1.294], [5.066, 0.780, -2.453], [4.295, -1.809, -0.062], [3.347, -0.823, -1.602], [3.617, 0.207, -0.005], [6.453, -0.685, -1.601], [6.039, 0.483, -0.456], [4.564, 1.397, -2.298], [3.533, -2.444, -0.196], [-2.330, 1.645, 4.958], [-2.683, 1.477, 3.497], [-3.600, 2.484, 2.898], [-1.517, 1.475, 2.706], [-1.634, 0.812, 5.237], [-3.457, 1.672, 5.579], [-1.978, 2.671, 5.030], [-3.067, 0.514, 3.186], [-4.710, 2.458, 3.532], [-3.967, 2.241, 1.993], [-3.124, 3.496, 2.969], [-1.630, 1.210, 1.640], [-4.906, -2.913, -1.592], [-4.760, -4.132, -0.661], [-3.529, -3.974, 0.368], [-6.007, -4.274, -0.051], [-3.888, -2.675, -2.194], [-5.061, -2.006, -1.015], [-5.732, -2.972, -2.316], [-4.595, -5.111, -1.150], [-2.589, -3.540, -0.100], [-3.345, -4.992, 0.780], [-3.923, -3.369, 1.058], [-5.789, -5.027, 0.395], [3.179, -0.390, 4.321], [1.585, -0.406, 4.313], [1.054, -0.486, 5.829], [1.227, 0.923, 3.782], [3.528, 0.456, 5.073], [3.634, -0.129, 3.497], [3.716, -1.141, 4.877], [1.255, -1.207, 3.712], [1.368, 0.207, 6.534], [1.640, -1.374, 6.357], [0.128, -0.525, 5.969], [0.417, 0.890, 3.226], [0.454, -0.059, -0.401], [-1.008, -0.349, -0.227], [-1.211, -1.337, 0.910], [-1.775, 0.838, -0.015], [0.677, 0.451, -1.383], [1.062, -1.080, -0.401], [0.734, 0.512, 0.502], [-1.343, -0.809, -1.233], [-0.739, -2.268, 0.366], [-2.194, -1.321, 1.145], [-0.719, -0.872, 1.745], [-2.371, 0.908, -0.851]], "forces_ev_per_angstrom": [[-3.292, 1.144, -0.937], [4.922, -3.434, 0.104], [-5.797, -0.252, 1.633], [0.962, 0.358, 0.250], [1.085, -0.894, 0.048], [0.779, -0.729, 1.505], [0.562, 3.020, -1.421], [-2.045, 1.053, -1.643], [2.930, -0.899, 1.829], [0.043, 0.624, -1.167], [1.883, -8.630, 0.041], [-6.745, -6.080, 3.461], [0.380, 3.064, -0.788], [-0.767, 0.156, -0.376], [1.194, 0.753, -0.025], [-1.262, 6.324, -0.018], [-1.275, 1.166, 0.663], [7.612, 5.771, -2.065], [-1.284, -2.116, -1.015], [-0.384, 0.060, 0.179], [3.443, 1.119, 1.489], [3.255, 0.437, 1.507], [-3.603, 0.939, -0.908], [-1.856, 1.540, -2.705], [-0.159, -1.026, -1.164], [-2.890, -0.562, 2.030], [1.502, 0.519, 0.182], [-0.560, -1.901, -2.046], [0.644, -0.688, 0.822], [-0.016, -0.264, 0.545], [-3.750, 2.121, -0.950], [-1.892, -2.129, -1.711], [0.998, 6.711, -2.885], [6.887, 0.047, 1.771], [-0.368, -1.132, -0.022], [0.110, 1.109, 0.277], [0.510, 2.160, 1.214], [1.748, -1.498, 2.338], [-1.295, -6.636, 3.159], [-2.952, -0.873, -3.024], [-3.337, 1.171, -2.875], [1.253, -0.939, 1.741], [-0.949, 1.347, -2.211], [1.616, -0.431, 0.605], [-1.119, 0.389, 1.973], [2.010, -0.180, 2.075], [-1.000, 0.113, -1.351], [1.823, -1.358, -1.708], [0.199, -0.524, 2.494], [-0.375, 0.630, -0.750], [-0.142, -1.991, -1.094], [-1.564, -1.531, -1.032], [10.707, -11.272, -2.209], [-0.575, -0.384, 0.406], [1.725, 1.380, 1.461], [0.718, -0.738, -1.080], [-2.968, 0.845, 0.089], [-0.249, 1.453, 0.053], [-8.275, 10.297, 3.413], [1.004, 1.372, -0.180], [-3.338, -0.373, 0.576], [-0.525, -1.264, -1.841], [-2.597, 2.075, 5.496], [2.533, -0.149, -3.633], [-0.669, 1.166, 0.292], [3.507, -0.483, -1.562], [0.650, -0.161, 0.505], [-0.931, -0.740, 1.165], [3.128, 0.444, -1.317], [-0.489, -0.729, -3.483], [-0.740, -0.686, -0.271], [-0.516, 1.010, 3.683], [2.665, 0.239, -1.445], [1.994, 0.864, -1.479], [0.266, -2.551, -3.839], [-0.519, 2.602, -0.619], [-2.289, -0.779, 1.229], [-0.113, 0.010, 0.355], [0.322, -0.320, 0.278], [0.259, 0.694, -0.705], [-1.329, -0.679, 0.501], [0.174, 0.807, -0.080], [-0.942, 2.497, 3.106], [-0.535, -3.432, 2.659], [-2.469, 1.385, 6.750], [1.939, 3.048, 2.653], [9.214, -3.188, -1.958], [-0.211, -1.316, -0.416], [-1.161, -0.899, -1.454], [1.963, 0.870, -4.774], [-0.351, -1.287, -0.423], [-0.794, -0.850, -0.688], [1.104, 2.486, 0.363], [-1.673, 0.937, -1.319], [-7.987, -1.019, 0.576], [0.289, -0.068, 0.698], [1.498, -1.246, -0.222], [-0.534, -1.039, -2.176], [3.469, -0.209, -3.084], [-0.916, 0.204, -1.749], [-0.041, -0.198, 1.288], [-1.205, 2.170, -0.001], [0.494, 0.093, -0.596], [0.061, 0.528, 1.582], [-1.092, 1.201, 2.223], [-3.266, -0.951, 0.550], [0.848, -0.627, 0.667], [1.097, -0.188, 1.949]], "lowdin_charge": [-0.23, -0.29, -0.03, -0.09, 0.13, 0.14, 0.11, 0.17, 0.04, 0.03, -0.12, -0.23, -0.08, -0.09, 0.13, 0.06, 0.16, 0.03, 0.13, 0.05, -0.10, -0.28, -0.07, -0.11, 0.11, 0.04, 0.12, 0.15, 0.13, 0.09, -0.29, -0.18, -0.05, -0.11, 0.10, 0.12, 0.12, 0.17, -0.05, 0.22, -0.21, -0.18, -0.14, -0.07, 0.16, 0.04, 0.09, 0.18, 0.12, 0.07, -0.21, -0.15, -0.04, -0.14, 0.14, 0.12, 0.15, 0.08, -0.15, 0.05, -0.03, -0.58, -0.06, -0.15, 0.07, 0.16, 0.07, 0.13, 0.15, 0.01, 0.10, 0.13, -0.05, -0.48, -0.02, -0.01, 0.11, 0.07, 0.07, 0.13, 0.08, 0.08, 0.02, 0.03, -0.04, -0.34, -0.03, -0.10, 0.12, -0.01, 0.06, 0.10, 0.05, 0.12, -0.04, 0.04, -0.06, -0.50, -0.03, -0.10, 0.07, 0.11, 0.09, 0.13, 0.11, 0.04, 0.07, 0.09]}



No. 2
{"formula": "C8H16Br4N", "method": "the ωB97M-V functional and the def2-TZVPD basis", "charge": 1, "e_lumo_ev": -2.86, "symbols": ["C", "C", "C", "Br", "N", "C", "C", "C", "C", "H", "H", "H", "H", "H", "H", "H", "H", "H", "H", "H", "H", "H", "H", "H", "C", "Br", "Br", "Br", "H"], "xyz": [[-0.416, 3.228, -1.680], [-0.816, 1.854, -2.205], [-1.023, 0.778, -1.150], [-2.664, 0.985, -0.171], [0.139, 0.661, -0.211], [0.222, 1.481, 1.047], [1.478, 0.904, 1.676], [1.092, -0.590, 1.655], [0.480, -0.755, 0.259], [-1.016, 3.525, -0.823], [-0.545, 3.984, -2.447], [0.637, 3.256, -1.394], [-0.042, 1.482, -2.881], [-1.744, 1.920, -2.764], [-1.092, -0.186, -1.643], [0.949, 0.949, -0.760], [-0.638, 1.186, 1.641], [0.198, 2.550, 0.878], [2.337, 1.046, 1.020], [1.632, 1.321, 2.663], [0.311, -0.702, 2.402], [1.899, -1.297, 1.793], [-0.379, -1.416, 0.219], [1.222, -1.121, -0.447], [-0.482, -5.084, 0.567], [1.238, -4.335, 0.116], [-0.366, -6.248, 2.081], [-1.806, -3.706, 0.839], [-0.804, -5.670, -0.280]], "forces_ev_per_angstrom": [[0.052, -0.073, 0.077], [0.162, 0.181, 0.309], [-0.176, -0.165, -0.168], [-0.086, -0.012, 0.083], [0.281, 0.030, 0.068], [0.015, -0.022, 0.234], [-0.428, -0.586, -0.253], [-0.370, 0.643, -0.231], [0.523, -0.151, -0.104], [-0.118, 0.055, 0.027], [-0.018, 0.027, -0.115], [0.048, 0.035, 0.076], [-0.033, -0.023, -0.170], [-0.055, -0.083, -0.135], [-0.066, -0.076, 0.045], [-0.030, 0.098, -0.129], [-0.114, 0.199, 0.065], [0.065, 0.004, -0.324], [0.228, 0.386, 0.217], [0.279, -0.054, 0.092], [0.104, -0.481, 0.172], [0.084, -0.028, 0.244], [-0.252, 0.238, -0.022], [-0.058, -0.138, -0.069], [0.004, -0.059, 0.086], [0.012, 0.027, -0.017], [0.006, 0.026, -0.015], [-0.050, -0.002, -0.005], [-0.010, 0.006, -0.036]], "lowdin_charge": [-0.09, -0.26, -0.65, 0.85, -0.11, -0.14, -0.13, -0.14, -0.13, 0.07, 0.09, 0.08, 0.12, 0.11, 0.11, 0.17, 0.10, 0.13, 0.13, 0.13, 0.12, 0.12, 0.04, 0.12, -1.62, 0.60, 0.62, 0.60, -0.02]}



No. 3
{"formula": "C2H4N4O", "method": "the ωB97M-V functional and the def2-TZVPD basis", "charge": 0, "e_lumo_ev": 0.67, "symbols": ["N", "C", "N", "N", "C", "O", "N", "H", "H", "H", "H"], "xyz": [[-1.588, 0.801, 1.165], [-0.572, 0.308, 0.423], [0.378, 1.101, -0.078], [1.155, 0.136, -0.813], [0.610, -1.240, -0.420], [1.448, -2.091, -0.651], [-0.510, -1.049, 0.241], [-1.752, 1.794, 1.201], [-2.355, 0.180, 1.372], [1.079, 0.340, -1.810], [2.107, -0.280, -0.629]], "forces_ev_per_angstrom": [[0.056, 0.021, -0.160], [0.064, 0.055, 0.061], [0.131, -0.314, 0.231], [0.257, -0.360, -0.300], [0.171, -0.676, 0.034], [-1.060, -0.711, 0.019], [0.089, -0.008, -0.121], [0.133, -0.133, -0.052], [0.220, 0.082, -0.053], [0.065, -0.179, 0.063], [-0.128, 2.222, 0.277]], "lowdin_charge": [0.15, -0.50, 0.06, 0.05, -0.53, 0.05, 0.16, 0.10, 0.10, 0.17, 0.19]}



Table of HOMO level (Ha), in record order: -0.33316, -0.47384, -0.34277